A molecular structure, C34H32LuN9OS2 at a distorted geometry, computed with wB97M-V/def2-TZVPD.

Geometry as XYZ:
```
79
Properties=species:S:1:pos:R:3
Lu 13.72 9.24 10.80
C 8.23 10.04 10.25
C 9.17 10.27 11.38
N 8.74 10.64 12.56
N 9.83 10.65 13.35
C 10.99 10.34 12.66
S 12.55 10.52 13.23
N 10.57 10.17 11.37
N 11.48 9.96 10.30
H 7.60 10.96 10.13
H 7.46 9.32 10.62
H 8.72 9.66 9.38
H 9.76 10.81 14.38
H 11.74 10.83 9.78
H 11.07 9.33 9.60
O 13.23 7.55 12.32
C 12.21 6.47 12.45
C 12.80 5.21 11.89
C 13.25 5.41 10.42
C 12.44 6.27 9.49
C 11.11 5.95 9.22
C 10.41 6.68 8.22
C 11.09 7.72 7.52
C 12.37 7.99 7.93
N 12.97 7.39 9.00
H 13.01 8.28 13.00
H 11.37 6.80 11.79
H 11.85 6.52 13.53
H 12.02 4.43 11.89
H 13.64 4.91 12.53
H 13.41 4.43 9.94
H 14.22 5.88 10.45
H 10.63 5.14 9.72
H 9.31 6.52 8.10
H 10.63 8.34 6.75
H 13.00 8.71 7.40
S 16.64 10.25 6.97
C 17.07 8.67 7.50
C 17.92 7.73 6.95
C 18.03 6.49 7.58
C 17.43 6.21 8.80
C 16.49 7.06 9.32
C 16.23 8.28 8.64
N 15.37 9.27 9.07
C 15.57 10.39 8.30
C 14.88 11.59 8.71
C 15.17 12.79 8.07
C 14.62 13.95 8.64
C 13.84 13.89 9.81
C 13.53 12.67 10.30
C 13.97 11.45 9.77
H 18.55 7.95 6.11
H 18.59 5.70 7.11
H 17.72 5.29 9.30
H 16.01 6.87 10.24
H 15.76 12.86 7.18
H 14.76 14.92 8.21
H 13.38 14.82 10.16
H 12.99 12.72 11.27
N 21.28 7.12 18.27
C 20.49 7.64 17.54
C 19.48 8.15 16.78
C 18.59 7.28 16.20
C 17.75 7.68 15.15
C 17.77 9.06 14.83
C 18.57 9.99 15.54
C 19.46 9.51 16.46
N 17.04 9.49 13.69
C 17.29 10.72 13.04
C 16.27 10.90 12.20
N 15.49 9.73 12.14
C 16.02 8.91 13.04
H 18.66 6.22 16.55
H 17.03 7.03 14.63
H 18.42 11.04 15.21
H 20.14 10.17 16.94
H 18.00 11.46 13.38
H 15.95 11.71 11.49
H 15.63 7.96 13.38
```

Results
Total energy, Eh: -3914.338593
HOMO level, eV: -12.88
Net charge: +2
ΔE to the lowest compared entry with this formula, charge and spin, kcal per mole: 18.8
Orbital gap, eV: 7.5